# 1
C3H6N2OS2 | ωB97M-V/def2-TZVPD

Properties
* ΔE to the lowest compared entry with this formula, charge and spin: 23.2 kcal per mole

Structure (ORCA input):
```
! RIJCOSX wB97M-V def2-TZVPD def2/J DEFGRID3
* xyz 0 1
C -2.37 0.00 0.14
C -0.85 0.00 0.23
C 2.15 -0.01 -0.22
H -2.78 0.87 0.63
H -2.68 0.03 -0.92
H -2.78 -0.88 0.65
H -0.51 -0.02 1.30
H 1.97 -1.94 0.02
H 1.99 1.95 0.03
N 1.46 -1.20 -0.39
N 1.47 1.19 -0.38
O 3.32 0.00 0.13
S -0.20 -1.47 -0.61
S -0.20 1.47 -0.61
*
```

=====

# 2
C3H6N2OS2 | ωB97M-V/def2-TZVPD

Properties
* ΔE to the lowest compared entry with this formula, charge and spin: 106.1 kcal per mole

Structure (ORCA input):
```
! RIJCOSX wB97M-V def2-TZVPD def2/J DEFGRID3
* xyz 0 1
C -1.49 0.30 1.18
C 1.06 1.10 0.40
C 1.43 -0.22 -0.57
H -2.89 -1.62 -0.75
H -1.43 -0.41 -0.93
H -1.29 0.43 2.27
H 1.31 1.09 1.58
H 1.72 1.89 -0.26
H 3.01 -1.41 -1.43
N -2.25 -0.73 -0.61
N -2.47 -0.51 0.65
O 0.81 -0.67 -1.46
S -0.61 1.50 0.13
S 3.10 -0.75 -0.20
*
```

=====

# 3
C3H6N2S | ωB97M-V/def2-TZVPD

Properties
* ΔE to the lowest compared entry with this formula, charge and spin: 44.2 kcal per mole

Structure (ORCA input):
```
! RIJCOSX wB97M-V def2-TZVPD def2/J DEFGRID3
* xyz 0 1
C 1.49 -0.53 -0.35
C -0.75 -0.40 0.54
C 0.62 0.23 0.70
N 2.30 -0.85 -1.08
N -1.20 -0.51 -0.85
S 0.63 1.89 0.30
H -0.55 -1.42 0.91
H -1.43 0.14 1.04
H 1.26 0.02 1.63
H -1.31 0.49 -1.18
H -0.51 -0.90 -1.45
H -0.56 1.85 -0.21
*
```

=====

Number 1: LUMO energy 0.0211 Eh, molar mass 150.23 u. Number 2: LUMO energy 0.0145 Eh, molar mass 150.23 u. Number 3: LUMO energy 0.0235 Eh, molar mass 102.16 u.